This record from the OMol25 dataset describes 7 unconnected molecules or ions with the total composition C32H64F9N6O11PS in a non-equilibrium geometry. The level of theory is the ωB97M-V functional and the def2-TZVPD basis.

Geometry as XYZ:
```
124
Properties=species:S:1:pos:R:3
C 4.89 -3.13 2.61
C 3.49 -3.41 2.11
O 2.73 -4.12 2.72
O 3.09 -2.82 0.97
C 4.05 -2.86 -0.13
C 3.28 -2.77 -1.44
C 3.78 -1.63 -2.35
C 2.91 -0.40 -2.24
C 3.12 0.32 -0.91
C 1.89 1.12 -0.43
P 1.46 0.60 1.28
C 2.83 1.62 2.08
C 2.32 2.98 2.51
O 3.41 3.88 2.61
S -0.25 -0.66 0.37
O 0.31 -1.37 -0.76
O -1.37 0.21 0.07
C -0.78 -2.04 1.54
F -0.23 -3.20 1.15
F -0.22 -1.70 2.74
C -2.30 -2.20 1.82
F -2.38 -3.03 2.90
F -2.82 -1.02 2.19
C -3.15 -2.88 0.73
F -4.34 -3.17 1.32
F -2.61 -4.04 0.32
C -3.50 -2.04 -0.53
F -2.44 -1.93 -1.35
F -4.47 -2.73 -1.20
F -4.00 -0.84 -0.21
H 5.62 -3.65 2.01
H 4.95 -3.51 3.62
H 5.06 -2.06 2.60
H 4.63 -3.78 -0.07
H 4.73 -2.03 -0.01
H 3.42 -3.70 -1.98
H 2.23 -2.64 -1.23
H 3.82 -1.98 -3.38
H 4.81 -1.42 -2.07
H 3.18 0.31 -3.03
H 1.87 -0.65 -2.40
H 3.93 1.02 -1.03
H 3.42 -0.37 -0.12
H 2.13 2.17 -0.36
H 1.04 1.06 -1.10
H 2.05 -0.59 1.72
H 0.47 1.27 2.03
H 3.65 1.80 1.39
H 3.18 1.08 2.96
H 1.60 3.38 1.80
H 1.84 2.91 3.48
H 3.10 4.75 2.33
C 0.23 4.44 -3.35
N 1.67 4.60 -3.39
C 2.28 5.74 -2.71
C 2.47 3.74 -4.04
O 3.68 3.82 -4.10
H -0.26 5.31 -3.80
H -0.10 4.34 -2.32
H -0.07 3.55 -3.90
H 2.83 6.35 -3.42
H 2.98 5.39 -1.95
H 1.50 6.33 -2.24
H 1.92 2.91 -4.52
C -1.63 6.90 2.23
N -0.18 6.97 2.29
C 0.45 8.09 2.96
C 0.59 6.03 1.74
O 1.82 6.04 1.76
H -2.02 7.78 1.71
H -2.04 6.88 3.24
H -1.94 6.01 1.69
H 1.10 8.63 2.26
H 1.07 7.73 3.78
H -0.31 8.76 3.35
H 0.02 5.22 1.25
C -5.59 -0.91 -5.23
N -4.21 -0.53 -5.03
C -3.73 -0.25 -3.68
C -3.34 -0.41 -6.06
O -2.18 -0.09 -5.95
H -6.25 -0.12 -4.87
H -5.80 -1.83 -4.68
H -5.78 -1.08 -6.28
H -3.35 0.77 -3.63
H -2.91 -0.93 -3.44
H -4.54 -0.39 -2.97
H -3.80 -0.64 -7.03
C 2.19 -6.56 4.88
N 2.46 -7.94 4.52
C 2.43 -8.97 5.55
C 2.75 -8.30 3.26
O 3.00 -9.44 2.91
H 2.91 -6.22 5.62
H 1.18 -6.48 5.30
H 2.25 -5.93 4.00
H 3.40 -9.46 5.62
H 1.68 -9.72 5.30
H 2.18 -8.51 6.51
H 2.75 -7.46 2.56
C -1.82 6.78 -8.19
N -2.07 6.26 -6.86
C -2.07 4.83 -6.64
C -2.29 7.08 -5.81
O -2.50 6.71 -4.67
H -2.58 6.41 -8.88
H -0.84 6.45 -8.54
H -1.85 7.86 -8.19
H -3.05 4.52 -6.25
H -1.31 4.55 -5.91
H -1.88 4.31 -7.58
H -2.27 8.15 -6.09
C -3.72 -4.66 4.69
N -4.09 -5.25 5.97
C -4.14 -6.69 6.10
C -4.38 -4.49 7.04
O -4.69 -4.93 8.13
H -4.44 -4.97 3.92
H -2.73 -5.00 4.40
H -3.73 -3.58 4.76
H -5.15 -7.00 6.39
H -3.45 -7.03 6.87
H -3.89 -7.15 5.15
H -4.31 -3.41 6.84
```

The value obtained for the total energy is -110264.3600 eV. As for the SMILES: CC(=O)OCCCCCC[PH2](CCO)S(=O)(=O)C(F)(F)C(F)(F)C(F)(F)C(F)(F)F.CN(C)C=O.CN(C)C=O.CN(C)C=O.CN(C)C=O.CN(C)C=O.CN(C)C=O. Its highest occupied orbital energy is -9.0 eV. Its lowest unoccupied orbital energy is 0.18 eV. The calculation puts the energy above the lowest of the compared OMol25 structures with the same formula, charge and spin at 0.000 eV. The HOMO-LUMO gap is 0.33626 Ha.

***

This record from the OMol25 dataset describes a molecular structure, C32H65AsNO4P2SbSi5Ta in a non-equilibrium geometry. The level of theory is the ωB97M-V functional and the def2-TZVPD basis.

Geometry as XYZ:
```
112
Properties=species:S:1:pos:R:3
Ta 0.15 0.55 0.53
C -0.62 -1.04 4.19
P -0.39 0.40 3.12
C 0.99 1.19 4.01
C -1.75 1.55 3.47
C -2.71 1.31 4.45
C -3.69 2.26 4.71
C -3.71 3.45 4.00
C -2.76 3.70 3.03
C -1.78 2.75 2.74
P -0.48 3.05 1.50
C 0.46 4.40 2.27
C -1.32 3.92 0.14
H -1.54 -1.57 3.98
H -0.62 -0.69 5.22
H 0.22 -1.71 4.04
H 0.65 1.46 5.01
H 1.34 2.08 3.50
H 1.81 0.49 4.08
H -2.70 0.40 5.03
H -4.43 2.07 5.48
H -4.48 4.19 4.20
H -2.79 4.64 2.50
H -0.22 5.25 2.33
H 1.33 4.68 1.68
H 0.78 4.14 3.28
H -2.01 4.66 0.54
H -1.86 3.25 -0.51
H -0.56 4.44 -0.45
O 0.83 -0.20 -1.61
C 0.66 0.98 -1.99
O 0.17 1.80 -1.08
C 1.03 1.46 -3.32
C 1.06 2.82 -3.63
C 1.45 3.22 -4.90
C 1.78 2.27 -5.86
C 1.72 0.93 -5.53
C 1.37 0.50 -4.27
N 2.05 -0.10 -6.55
O 1.86 -1.26 -6.22
O 2.47 0.29 -7.61
H 0.78 3.55 -2.89
H 1.49 4.27 -5.15
H 2.07 2.55 -6.87
H 1.36 -0.56 -4.05
C -3.38 -3.14 -2.91
Si -1.86 -2.08 -2.82
C -2.12 -0.46 -3.67
C -0.31 -2.98 -3.24
Sb -1.53 -1.47 -0.21
Si -3.91 -0.63 0.50
C -5.19 -1.44 -0.58
C -4.23 -1.07 2.28
C -3.86 1.20 0.23
Si -1.30 -3.91 0.89
C -1.73 -3.88 2.69
C 0.47 -4.32 0.60
C -2.51 -4.95 -0.04
H -3.16 -4.03 -3.51
H -4.19 -2.61 -3.40
H -3.74 -3.48 -1.94
H -2.23 -0.65 -4.75
H -1.30 0.24 -3.55
H -3.04 0.01 -3.33
H -0.22 -3.09 -4.33
H -0.30 -3.98 -2.81
H 0.57 -2.44 -2.90
H -5.16 -2.52 -0.50
H -5.09 -1.17 -1.64
H -6.18 -1.11 -0.25
H -4.52 -2.13 2.36
H -5.07 -0.48 2.65
H -3.38 -0.90 2.93
H -3.53 1.45 -0.78
H -3.22 1.70 0.96
H -4.86 1.62 0.36
H -0.85 -3.73 3.32
H -2.14 -4.87 2.94
H -2.49 -3.15 2.95
H 1.13 -3.52 0.91
H 0.65 -4.54 -0.46
H 0.73 -5.22 1.17
H -3.53 -4.56 0.04
H -2.50 -5.95 0.40
H -2.27 -5.05 -1.10
C 5.32 -2.07 0.53
Si 3.99 -1.56 -0.64
C 4.27 -0.36 -2.00
C 3.05 -3.02 -1.24
As 2.36 -0.31 0.93
Si 3.78 1.74 1.13
C 5.56 1.24 0.99
C 3.69 2.65 2.74
C 3.22 2.84 -0.26
H 5.77 -2.99 0.14
H 4.89 -2.29 1.51
H 6.11 -1.34 0.66
H 4.82 -0.88 -2.80
H 4.85 0.53 -1.73
H 3.32 -0.04 -2.41
H 3.51 -3.38 -2.16
H 2.01 -2.77 -1.45
H 3.07 -3.83 -0.51
H 5.82 0.57 1.81
H 6.15 2.15 1.11
H 5.86 0.77 0.06
H 3.66 2.00 3.61
H 2.86 3.36 2.80
H 4.61 3.23 2.81
H 3.31 2.37 -1.24
H 3.84 3.75 -0.27
H 2.18 3.15 -0.13
```

The charge is +3. The value obtained for the total energy is -170792.6822 eV. Its highest occupied orbital energy is -15.9 eV. Its lowest unoccupied orbital energy is -9.55 eV. The HOMO-LUMO gap is 0.23462 Ha.